Computed, not measured: CH3N5 in the gas phase in a non-equilibrium geometry, with ωB97M-V with the def2-TZVPD basis set.

```
! wB97M-V def2-TZVPD RIJCOSX def2/J DEFGRID3
* xyz 0 1
H 2.243 0.539 0.029
N 1.990 -0.538 0.094
C 0.742 -0.428 -0.030
N -0.252 -1.575 -0.060
N -1.354 -1.068 -0.070
N -1.319 0.269 0.036
N -0.105 0.741 -0.016
H -2.051 0.480 0.773
H 0.107 1.580 -0.756
*
```

Computed properties:
Orbital gap in eV: 9.5
Energy relative to the best compared isomer or geometry (same formula, charge and spin) in eV: 2.6543
SMILES: [H]/N=c1/nn[nH][nH]1
HOMO level in eV: -9.096
E_tot in hartree: -313.56141
Strongest force on any atom in eV/Å: 5.7

***

Computed, not measured: 2 unconnected molecules or ions with the total composition C2H6O3 in a non-equilibrium geometry, with ωB97M-V with the def2-TZVPD basis set.

```
! wB97M-V def2-TZVPD RIJCOSX def2/J DEFGRID3
* xyz 0 1
C 0.586 -0.265 -1.159
C -0.491 -0.015 1.099
O -0.665 -0.198 -1.811
O -1.777 0.181 0.685
O 0.099 0.971 1.818
H 1.360 0.391 -1.379
H 0.887 -1.256 -1.063
H -0.260 -1.093 1.465
H -0.494 -0.419 -2.866
H -1.839 -0.046 -0.282
H -0.160 1.771 1.380
*
```

Computed properties:
Orbital gap (spin up / spin down) in eV: 8.4 / 8.1
Energy relative to the best compared isomer or geometry (same formula, charge and spin) in eV: 4.8389
HOMO level (spin up / spin down) in eV: -7.653 / -7.436
E_tot in hartree: -305.37471
Strongest force on any atom in eV/Å: 4.5

***

Computed, not measured: C4H6ClN3 in the gas phase in a non-equilibrium geometry, with ωB97M-V with the def2-TZVPD basis set.

```
! wB97M-V def2-TZVPD RIJCOSX def2/J DEFGRID3
* xyz 0 1
H -0.754 2.244 0.194
N -1.512 1.638 -0.037
C -1.095 0.446 0.088
N -1.879 -0.634 -0.135
N -1.160 -1.845 -0.117
C 0.073 -1.555 0.016
C 0.342 -0.077 0.363
C 1.507 0.621 -0.296
Cl 3.037 -0.284 -0.006
H -2.858 -0.649 -0.274
H 0.816 -2.359 0.050
H 0.353 0.067 1.497
H 1.743 1.661 0.021
H 1.386 0.726 -1.365
*
```

Computed properties:
Orbital gap in eV: 9.6
Energy relative to the best compared isomer or geometry (same formula, charge and spin) in eV: 2.1127
SMILES: [H]/N=C1/NN=C[C@H]1CCl
HOMO level in eV: -8.999
E_tot in hartree: -780.43767
Strongest force on any atom in eV/Å: 2.2

***

Computed, not measured: 2 unconnected molecules or ions with the total composition C3H9N2O in a non-equilibrium geometry, with ωB97M-V with the def2-TZVPD basis set.

```
! wB97M-V def2-TZVPD RIJCOSX def2/J DEFGRID3
* xyz -1 1
C 2.290 0.303 0.513
O 1.175 -0.463 0.844
H 2.657 0.117 -0.535
H 2.072 1.395 0.581
H 3.164 0.101 1.190
C -0.980 1.179 0.106
N -0.746 -1.491 -0.539
C -1.907 -0.801 -0.712
N -2.130 0.461 -0.471
H -0.778 0.795 1.104
H -1.246 2.255 0.148
H -0.104 1.045 -0.512
H 0.120 -1.044 0.063
H -0.823 -2.485 -0.661
H -2.762 -1.368 -1.119
*
```

Computed properties:
Orbital gap in eV: 7.7
Energy relative to the best compared isomer or geometry (same formula, charge and spin) in eV: 0.7758
HOMO level in eV: -3.294
E_tot in hartree: -304.43744
Strongest force on any atom in eV/Å: 1.5

***

Computed, not measured: a molecular structure, C6H11N2 in a non-equilibrium geometry, with ωB97M-V with the def2-TZVPD basis set.

```
! wB97M-V def2-TZVPD RIJCOSX def2/J DEFGRID3
* xyz 1 1
C 1.736 -0.970 -0.309
C -0.472 -0.722 -0.594
C 0.890 -0.209 -1.058
C 0.597 -1.828 -0.693
C -2.422 0.863 0.444
C -1.034 0.380 0.863
N 3.015 -0.802 -0.015
N -0.092 1.361 0.750
H -1.013 -0.357 1.651
H -1.280 -0.772 -1.356
H 1.115 0.195 -1.971
H -2.330 1.726 -0.235
H -2.974 1.257 1.393
H -3.080 0.021 0.217
H 0.553 -2.731 -1.216
H 3.620 -1.345 0.612
H 0.319 1.714 1.552
H -0.457 2.091 0.188
H 3.309 0.129 -0.224
*
```

Computed properties:
Orbital gap in eV: 9.4
Energy relative to the best compared isomer or geometry (same formula, charge and spin) in eV: 4.7730
HOMO level in eV: -12.783
E_tot in hartree: -344.33974
Strongest force on any atom in eV/Å: 4.4

***

Computed, not measured: 2 unconnected molecules or ions with the total composition C6H15NO, with ωB97M-V with the def2-TZVPD basis set.

```
! wB97M-V def2-TZVPD RIJCOSX def2/J DEFGRID3
* xyz 0 1
C -1.563 -1.514 -2.066
C -1.345 -0.942 -0.698
C -0.315 -0.233 -0.238
C 0.862 0.140 -1.084
C -0.205 0.216 1.193
C -1.522 0.479 1.945
N -1.655 -0.347 3.138
H -2.563 -1.306 -2.434
H -0.832 -1.226 -2.829
H -1.437 -2.602 -2.015
H -2.121 -1.237 -0.005
H 1.728 -0.339 -0.611
H 0.770 -0.135 -2.138
H 1.056 1.216 -1.060
H 0.369 -0.524 1.756
H 0.419 1.108 1.242
H -1.530 1.523 2.280
H -2.350 0.407 1.232
H -1.722 -1.333 2.909
H -2.521 -0.111 3.609
O 5.108 2.268 -1.389
H 5.701 2.018 -2.103
H 5.667 2.475 -0.636
*
```

Computed properties:
Orbital gap in eV: 9.5
Energy relative to the best compared isomer or geometry (same formula, charge and spin) in eV: 1.6318
SMILES: C/C=C(\C)CCN.O
HOMO level in eV: -8.588
E_tot in hartree: -367.57133
Strongest force on any atom in eV/Å: 0.9